Entry 1:
Molecular formula: C40H28Br2N10O2S4Sn
Method: DFT, the ωB97M-V functional and the def2-TZVPD basis

The geometry in XYZ format:
```
87
C40H28Br2N10O2S4Sn | the Open Molecules 2025 dataset | the ωB97M-V functional and the def2-TZVPD basis
Sn 0.16 1.00 0.79
C -3.33 3.08 5.21
C -2.02 3.21 5.65
C -1.01 2.47 5.06
C -1.29 1.61 3.99
C -2.60 1.52 3.53
C -3.61 2.24 4.15
N -0.25 0.95 3.35
C 0.44 -0.01 3.92
C 0.00 -0.72 5.10
C 0.72 -1.76 5.59
C 1.93 -2.18 4.98
C 2.40 -1.52 3.89
C 1.70 -0.42 3.33
N 2.12 0.32 2.30
N 3.26 0.09 1.76
C 3.46 0.86 0.65
C 4.74 0.89 0.06
C 4.93 1.64 -1.08
C 3.87 2.37 -1.61
C 2.65 2.29 -0.98
N 2.44 1.55 0.11
H -4.13 3.65 5.69
H -1.79 3.88 6.47
H 0.02 2.58 5.38
H -2.81 0.88 2.68
H -4.63 2.13 3.80
H -0.93 -0.41 5.56
H 0.35 -2.30 6.46
H 2.48 -3.02 5.39
H 3.33 -1.81 3.41
H 5.54 0.33 0.52
H 5.91 1.66 -1.56
H 4.00 3.00 -2.49
H 1.78 2.83 -1.35
O -2.27 7.38 -1.69
C -1.82 6.32 -1.32
S -1.82 4.84 -2.28
C -1.02 3.77 -1.12
C -0.67 4.33 0.06
S 0.11 3.59 1.41
S -1.08 6.05 0.25
S -0.76 2.14 -1.62
Br -4.55 -1.45 2.76
C -3.04 -2.59 2.50
C -3.11 -3.89 2.97
C -2.04 -4.73 2.79
Br -2.20 -6.54 3.41
C -0.86 -4.30 2.15
C 0.28 -5.10 1.96
C 1.36 -4.59 1.29
C 1.30 -3.28 0.81
N 0.26 -2.50 1.00
C -0.81 -2.96 1.66
C -1.94 -2.02 1.81
O -1.95 -0.85 1.35
H -4.00 -4.25 3.46
H 0.30 -6.11 2.34
H 2.25 -5.19 1.13
H 2.13 -2.84 0.26
C -1.55 -1.41 -1.95
C -0.12 -1.25 -2.32
N 0.84 -0.81 -1.54
C 2.00 -0.87 -2.27
C 1.75 -1.37 -3.51
N 0.39 -1.62 -3.55
C -0.32 -2.11 -4.69
N -0.14 -1.29 -5.87
N 0.33 -1.83 -7.01
N 0.40 -0.94 -7.92
C -0.02 0.26 -7.39
C -0.13 1.54 -7.94
C -0.58 2.54 -7.12
C -0.92 2.31 -5.78
C -0.83 1.06 -5.21
C -0.38 0.04 -6.04
H -1.64 -1.19 -0.88
H -1.90 -2.42 -2.14
H -2.18 -0.69 -2.48
H 2.94 -0.56 -1.85
H 2.39 -1.56 -4.36
H -1.38 -2.16 -4.43
H 0.03 -3.10 -4.98
H 0.15 1.71 -8.98
H -0.67 3.55 -7.52
H -1.25 3.13 -5.16
H -1.06 0.92 -4.16
```

## Properties
Total charge = -2
Energy relative to the best compared isomer or geometry (same formula, charge and spin) = 0.0 kJ/mol
HOMO-LUMO gap = 0.1959 Eh

Entry 2:
Molecular formula: C20H12N3O6SSbSe4Ta
Method: DFT, the ωB97M-V functional and the def2-TZVPD basis

The geometry in XYZ format:
```
48
C20H12N3O6SSbSe4Ta | the Open Molecules 2025 dataset | the ωB97M-V functional and the def2-TZVPD basis
Ta -0.66 -1.86 1.01
O 2.00 -0.62 3.42
C 1.42 -1.40 2.71
O 0.10 -1.57 2.77
C 2.20 -2.23 1.71
C 3.49 -1.73 1.47
C 4.37 -2.35 0.60
C 3.96 -3.52 -0.05
C 2.69 -4.02 0.16
C 1.78 -3.38 1.01
S 0.13 -4.06 1.04
H 3.79 -0.84 2.00
H 5.35 -1.93 0.43
H 4.63 -4.04 -0.72
H 2.37 -4.90 -0.37
O 0.15 0.09 0.45
C 0.61 -0.42 -0.62
O 0.16 -1.56 -0.97
C 1.70 0.22 -1.37
C 2.20 -0.40 -2.52
C 3.27 0.17 -3.19
C 3.84 1.34 -2.73
C 3.32 1.93 -1.59
C 2.25 1.40 -0.89
N 3.93 3.18 -1.09
O 3.43 3.71 -0.13
O 4.92 3.59 -1.68
H 1.74 -1.32 -2.86
H 3.66 -0.30 -4.08
H 4.68 1.80 -3.23
H 1.87 1.88 0.00
N -7.47 3.06 -0.94
C -6.42 2.83 -0.54
C -5.08 2.64 -0.06
C -4.51 3.58 0.78
C -3.21 3.38 1.21
C -2.53 2.26 0.75
N -3.07 1.35 -0.06
C -4.33 1.53 -0.44
H -5.08 4.44 1.10
H -2.72 4.08 1.87
H -1.50 2.08 1.05
H -4.78 0.76 -1.06
Se -6.68 -1.46 -1.23
Sb -6.47 -1.71 1.12
Se -2.94 -2.02 1.07
Se -6.12 0.18 2.51
Se -6.45 -3.84 2.16
```

## Properties
Total charge = -1
Energy relative to the best compared isomer or geometry (same formula, charge and spin) = 99.0 kJ/mol
HOMO-LUMO gap = 0.1868 Eh

Entry 3:
Molecular formula: BCuH26O11
Method: DFT, the ωB97M-V functional and the def2-TZVPD basis

The geometry in XYZ format:
```
39
BCuH26O11 | the Open Molecules 2025 dataset | the ωB97M-V functional and the def2-TZVPD basis
Cu -0.13 0.12 1.66
B -0.03 0.27 -0.62
H -0.76 -0.62 -0.39
H -0.42 1.30 -0.24
H 0.98 0.03 -0.04
H 0.20 0.33 -1.76
O 4.43 -0.83 -0.72
H 3.61 -0.38 -0.52
H 4.42 -0.93 -1.68
O 2.71 3.17 0.82
H 2.31 4.01 0.55
H 2.53 2.56 0.08
O -2.64 0.99 -1.79
H -3.05 1.84 -1.60
H -1.82 0.97 -1.27
O -2.40 -2.67 -1.09
H -1.52 -2.55 -1.50
H -2.95 -3.00 -1.81
O -0.04 -2.15 -2.57
H -0.38 -1.97 -3.45
H 0.12 -1.28 -2.17
O -2.12 0.84 1.70
H -2.62 1.48 2.22
H -2.79 0.18 1.36
O 0.56 2.05 2.09
H 0.18 2.64 2.76
H 1.46 2.43 1.88
O 1.88 -0.53 2.26
H 2.21 -1.38 1.94
H 2.53 -0.23 2.91
O -3.76 -1.01 0.58
H -3.84 -1.72 1.22
H -3.30 -1.42 -0.19
O 2.47 1.64 -1.54
H 2.07 2.09 -2.29
H 1.85 0.92 -1.32
O -0.61 -2.03 1.57
H -0.59 -2.73 2.24
H -0.73 -2.48 0.72
```

## Properties
Total charge = +1
Energy relative to the best compared isomer or geometry (same formula, charge and spin) = 0.0 kJ/mol
HOMO-LUMO gap (alpha / beta) = 0.3651 / 0.2491 Eh
Spin multiplicity = 2

Entry 4:
Molecular formula: C15H24O
Method: DFT, the ωB97M-V functional and the def2-TZVPD basis

The geometry in XYZ format:
```
40
C15H24O | the Open Molecules 2025 dataset | the ωB97M-V functional and the def2-TZVPD basis
C 1.99 7.61 -1.51
C 1.80 6.30 -0.74
C 1.80 5.09 -1.67
C 1.56 3.79 -0.91
C 1.62 2.57 -1.83
C 1.26 1.27 -1.10
C -0.25 1.10 -0.91
C -0.61 -0.01 0.08
C -0.14 -1.39 -0.37
C -0.71 -2.54 0.42
C -1.25 -2.40 1.69
C -1.75 -3.49 2.38
C -1.70 -4.76 1.81
O -2.18 -5.86 2.46
C -1.15 -4.92 0.55
C -0.66 -3.82 -0.13
H 1.18 7.75 -2.22
H 2.93 7.59 -2.06
H 2.00 8.45 -0.83
H 0.86 6.34 -0.19
H 2.60 6.20 -0.01
H 1.03 5.22 -2.43
H 2.76 5.03 -2.19
H 0.58 3.84 -0.43
H 2.31 3.68 -0.13
H 0.93 2.70 -2.67
H 2.62 2.48 -2.24
H 1.75 1.26 -0.12
H 1.65 0.42 -1.67
H -0.67 2.04 -0.54
H -0.71 0.89 -1.87
H -1.70 -0.02 0.19
H -0.18 0.23 1.05
H -0.41 -1.53 -1.42
H 0.95 -1.44 -0.31
H -1.30 -1.43 2.16
H -2.18 -3.36 3.36
H -2.54 -5.61 3.32
H -1.11 -5.91 0.11
H -0.23 -3.96 -1.12
```

## Properties
Total charge = 0
Energy relative to the best compared isomer or geometry (same formula, charge and spin) = 4.7 kJ/mol
HOMO-LUMO gap = 0.3385 Eh
Structure (SMILES) = CCCCCCCCCc1ccc(O)cc1

Entry 5:
Molecular formula: C19H34O4
Method: DFT, the ωB97M-V functional and the def2-TZVPD basis

The geometry in XYZ format:
```
57
C19H34O4 | the Open Molecules 2025 dataset | the ωB97M-V functional and the def2-TZVPD basis
C -0.66 -3.57 0.79
C -1.74 -3.45 0.78
C -3.18 -3.20 0.81
C -3.83 -2.66 -0.45
C -3.43 -1.35 -0.73
C -4.28 -0.32 0.40
C -3.92 1.11 0.33
C -2.50 1.59 0.66
C -2.05 2.98 0.29
C -0.61 3.28 1.00
C 0.47 2.64 0.62
C 0.76 2.58 -1.00
C 0.31 1.14 -1.83
H 0.58 1.58 -2.73
H -0.81 1.31 -1.78
C 0.68 -0.12 -1.20
O 0.07 -0.67 -0.14
H 0.35 -1.42 0.17
C 2.37 -0.07 -1.16
H 2.76 0.35 -1.80
H 2.45 0.35 -0.26
C 2.62 -1.54 -0.83
O 2.18 -2.18 0.19
H 2.58 -1.91 1.10
C 4.28 -1.56 -1.24
H 4.66 -2.62 -0.49
H 4.66 -1.93 -2.02
O 4.99 -0.45 -0.43
C 4.76 -0.45 1.02
O 4.17 -1.11 1.71
C 5.70 0.85 1.31
H 5.10 1.32 1.94
H 6.59 0.38 1.90
H 5.99 1.20 0.49
H 2.34 -2.26 -1.85
H 0.54 -0.55 -2.14
H 0.51 3.42 -1.49
H 1.95 2.51 -0.76
H 1.38 2.82 1.19
H 0.21 1.54 0.99
H -0.66 3.22 2.26
H -0.55 4.44 0.98
H -2.83 3.65 0.74
H -1.97 2.88 -0.67
H -1.85 0.88 0.40
H -2.40 1.44 1.86
H -4.51 1.77 0.64
H -3.67 1.31 -0.87
H -5.27 -0.25 0.05
H -4.19 -0.44 1.44
H -3.60 -0.81 -1.65
H -2.36 -1.05 -0.43
H -3.34 -3.14 -1.39
H -4.91 -2.77 -0.32
H -3.67 -4.35 1.08
H -3.55 -2.60 1.93
H 0.31 -3.74 0.58
```

## Properties
Total charge = 0
Energy relative to the best compared isomer or geometry (same formula, charge and spin) = 1864.4 kJ/mol
HOMO-LUMO gap = 0.3492 Eh

Entry 6:
Molecular formula: C39H44BrN5SSn
Method: DFT, the ωB97M-V functional and the def2-TZVPD basis

The geometry in XYZ format:
```
91
C39H44BrN5SSn | the Open Molecules 2025 dataset | the ωB97M-V functional and the def2-TZVPD basis
Sn 0.38 0.08 -0.20
C -1.85 3.93 -1.66
C -3.04 2.99 -1.47
C -2.64 1.50 -1.46
N -2.20 0.99 -0.16
C -3.07 0.73 0.76
C -4.50 0.89 0.58
C -5.51 1.01 1.51
C -5.47 1.07 2.91
C -4.32 0.87 3.68
C -3.07 0.42 3.32
C -2.55 0.07 2.02
N -1.59 -0.78 1.82
C -1.12 -1.60 2.92
C 0.13 -1.06 3.63
C 1.34 -0.93 2.69
N 1.28 0.27 1.87
C 1.66 1.42 2.33
C 2.12 1.60 3.67
C 2.81 2.64 4.28
C 3.17 3.88 3.81
C 2.80 4.40 2.56
C 2.04 3.87 1.55
C 1.49 2.56 1.35
N 0.81 2.24 0.30
C 0.47 3.17 -0.78
C -0.86 3.91 -0.48
H -1.34 3.66 -2.59
H -2.23 4.95 -1.81
H -3.55 3.22 -0.53
H -3.75 3.15 -2.28
H -3.46 0.90 -1.86
H -1.81 1.36 -2.17
H -4.82 0.96 -0.45
H -6.50 1.13 1.08
H -6.39 1.30 3.43
H -4.45 1.04 4.75
H -2.37 0.28 4.13
H -1.91 -1.77 3.66
H -0.85 -2.58 2.50
H -0.09 -0.07 4.05
H 0.38 -1.73 4.46
H 2.28 -0.97 3.25
H 1.35 -1.80 2.00
H 1.97 0.74 4.30
H 3.10 2.43 5.31
H 3.76 4.52 4.46
H 3.14 5.41 2.37
H 1.86 4.55 0.73
H 1.27 3.88 -0.97
H 0.37 2.58 -1.70
H -1.33 3.40 0.37
H -0.63 4.93 -0.15
C 2.86 -3.23 -2.99
C 2.32 -3.75 -1.66
C 3.14 -3.14 -0.50
C 0.84 -3.48 -1.45
C 0.19 -4.04 -0.35
C -1.13 -3.75 -0.06
C -1.87 -2.88 -0.87
C -3.28 -2.49 -0.51
C -1.24 -2.36 -1.99
C 0.10 -2.64 -2.27
H 3.90 -3.53 -3.11
H 2.82 -2.14 -3.03
H 2.29 -3.63 -3.84
H 2.46 -4.84 -1.63
H 3.02 -2.05 -0.50
H 4.21 -3.36 -0.62
H 2.81 -3.52 0.47
H 0.74 -4.71 0.31
H -1.60 -4.17 0.82
H -3.92 -3.37 -0.38
H -3.72 -1.85 -1.27
H -3.28 -1.93 0.43
H -1.77 -1.66 -2.63
H 0.55 -2.13 -3.12
Br 7.04 0.85 -2.80
C 5.27 0.66 -2.07
C 4.19 0.61 -2.92
C 2.91 0.44 -2.37
C 2.69 0.33 -0.99
C 3.83 0.41 -0.18
C 5.12 0.57 -0.70
H 4.32 0.70 -3.99
H 2.07 0.40 -3.06
H 3.74 0.35 0.90
H 5.99 0.62 -0.04
S -0.34 0.73 -4.53
C -0.06 2.24 -5.19
N 0.13 3.30 -5.65
```

## Properties
Total charge = -2
Energy relative to the best compared isomer or geometry (same formula, charge and spin) = 42.4 kJ/mol
HOMO-LUMO gap = 0.2083 Eh

Entry 7:
Molecular formula: C5H28N2O9
Method: DFT, the ωB97M-V functional and the def2-TZVPD basis

The geometry in XYZ format:
```
44
C5H28N2O9 | the Open Molecules 2025 dataset | the ωB97M-V functional and the def2-TZVPD basis
C 0.87 1.90 -2.19
C 1.40 2.68 -1.02
N 1.31 1.91 0.30
C 2.44 1.35 0.81
O 2.34 0.49 1.70
C 0.04 1.18 0.61
C -0.25 -0.20 0.13
N -1.60 -0.47 0.63
H -0.20 1.72 -1.97
H 1.42 0.97 -2.36
H 1.02 2.39 -3.16
H 2.47 2.96 -1.10
H 0.83 3.58 -0.77
H 3.32 1.98 0.72
H 0.06 1.38 1.67
H -0.85 1.78 0.42
H -0.24 -0.24 -0.98
H 0.53 -0.93 0.30
H -1.61 -0.98 1.51
H -2.21 -1.02 0.02
O -1.50 -3.79 -3.35
H -2.18 -3.21 -3.69
H -0.83 -3.29 -2.88
O -2.31 -2.56 2.81
H -1.35 -2.62 2.94
H -2.52 -1.75 3.28
O 2.94 -1.44 -1.86
H 3.19 -1.77 -0.97
H 3.43 -1.97 -2.50
O -0.50 -0.31 3.23
H -1.02 0.49 3.31
H 0.42 -0.11 3.47
O 3.24 -2.16 0.80
H 2.34 -2.50 0.77
H 3.18 -1.28 1.23
O 1.14 -1.85 -4.02
H 1.17 -1.35 -3.20
H 1.60 -2.69 -3.99
O -4.69 2.12 0.21
H -4.22 1.38 -0.19
H -3.98 2.65 0.61
O -2.66 2.11 3.04
H -2.39 1.26 2.69
H -3.61 2.22 2.98
```

## Properties
Total charge = 0
Energy relative to the best compared isomer or geometry (same formula, charge and spin) = 354.7 kJ/mol
HOMO-LUMO gap = 0.3673 Eh
Structure (SMILES) = CCN(C=O)CCN.O.O.O.O.O.O.O.O

Entry 8:
Molecular formula: C20H20Br2N2O2S
Method: DFT, the ωB97M-V functional and the def2-TZVPD basis

The geometry in XYZ format:
```
47
C20H20Br2N2O2S | the Open Molecules 2025 dataset | the ωB97M-V functional and the def2-TZVPD basis
O -2.50 0.52 3.12
C -1.64 1.02 2.40
C -1.32 2.51 2.54
C -1.43 3.25 1.21
C -0.17 3.20 0.41
N 0.17 1.95 -0.27
C -0.81 1.48 -1.27
C -0.25 0.75 -2.51
C 0.98 -0.06 -2.09
C 1.17 -1.34 -2.57
C 2.22 -2.11 -2.16
C 3.14 -1.62 -1.19
C 3.00 -0.31 -0.71
C 1.91 0.43 -1.16
C 1.62 1.81 -0.63
N -0.81 0.11 1.75
C -0.90 -1.33 1.85
C 0.49 -1.97 2.00
C 0.60 -3.07 0.94
O 1.49 -3.91 0.90
C -0.57 -2.96 0.09
C -1.03 -3.61 -1.07
Br -0.10 -5.08 -1.89
S -2.52 -2.86 -1.60
C -2.55 -1.78 -0.16
Br -3.98 -0.60 0.36
C -1.41 -1.99 0.61
H -0.30 2.60 2.96
H -2.06 2.93 3.25
H -1.61 4.29 1.45
H -2.22 2.86 0.58
H 0.64 3.47 1.08
H -0.22 3.98 -0.33
H -1.46 0.78 -0.77
H -1.45 2.29 -1.62
H 0.03 1.47 -3.29
H -1.00 0.12 -2.93
H 0.47 -1.75 -3.29
H 2.32 -3.11 -2.53
H 3.91 -2.30 -0.86
H 3.74 0.10 -0.03
H 2.19 2.01 0.28
H 1.93 2.52 -1.41
H -0.16 0.50 1.05
H -1.50 -1.60 2.73
H 0.65 -2.41 3.00
H 1.29 -1.19 1.77
```

## Properties
Total charge = 0
Energy relative to the best compared isomer or geometry (same formula, charge and spin) = 0.0 kJ/mol
HOMO-LUMO gap = 0.3059 Eh
Structure (SMILES) = O=C(CCCN1CCc2ccccc2C1)N[C@@H]1CC(=O)c2c(Br)sc(Br)c21

Repeat the third record exactly.
Molecular formula: BCuH26O11
Method: DFT, the ωB97M-V functional and the def2-TZVPD basis

The geometry in XYZ format:
```
39
BCuH26O11 | the Open Molecules 2025 dataset | the ωB97M-V functional and the def2-TZVPD basis
Cu -0.13 0.12 1.66
B -0.03 0.27 -0.62
H -0.76 -0.62 -0.39
H -0.42 1.30 -0.24
H 0.98 0.03 -0.04
H 0.20 0.33 -1.76
O 4.43 -0.83 -0.72
H 3.61 -0.38 -0.52
H 4.42 -0.93 -1.68
O 2.71 3.17 0.82
H 2.31 4.01 0.55
H 2.53 2.56 0.08
O -2.64 0.99 -1.79
H -3.05 1.84 -1.60
H -1.82 0.97 -1.27
O -2.40 -2.67 -1.09
H -1.52 -2.55 -1.50
H -2.95 -3.00 -1.81
O -0.04 -2.15 -2.57
H -0.38 -1.97 -3.45
H 0.12 -1.28 -2.17
O -2.12 0.84 1.70
H -2.62 1.48 2.22
H -2.79 0.18 1.36
O 0.56 2.05 2.09
H 0.18 2.64 2.76
H 1.46 2.43 1.88
O 1.88 -0.53 2.26
H 2.21 -1.38 1.94
H 2.53 -0.23 2.91
O -3.76 -1.01 0.58
H -3.84 -1.72 1.22
H -3.30 -1.42 -0.19
O 2.47 1.64 -1.54
H 2.07 2.09 -2.29
H 1.85 0.92 -1.32
O -0.61 -2.03 1.57
H -0.59 -2.73 2.24
H -0.73 -2.48 0.72
```

## Properties
Total charge = +1
Energy relative to the best compared isomer or geometry (same formula, charge and spin) = 0.0 kJ/mol
HOMO-LUMO gap (alpha / beta) = 0.3651 / 0.2491 Eh
Spin multiplicity = 2